DFT (the ωB97M-V functional and the def2-TZVPD basis) results for a structure of composition C17H24Cl2MoO2.

## Properties
* total energy: -49013.4967 eV
* energy relative to the best compared isomer or geometry (same formula, charge and spin): 54.80 kcal per mole
* multiplicity: 3
* highest occupied orbital energy (alpha / beta): 1.933 / 1.956 eV
* gap between HOMO and LUMO (alpha / beta): 2.94 / 2.91 eV
* charge: -2
* <S²>: 2.01
* LUMO energy (alpha / beta): 4.87 / 4.87 eV

Geometry as XYZ:
```
46
Properties=species:S:1:pos:R:3:forces:R:3
C 0.898 2.219 -0.243 0.887 0.102 -0.558
C 0.899 1.909 -1.650 0.962 0.115 0.078
C 1.865 0.844 -1.860 0.153 0.585 0.819
C 0.125 2.614 -2.713 -0.032 0.028 -0.271
C 2.438 0.519 -0.569 -0.162 1.407 -0.588
C 1.877 1.403 0.400 0.376 0.142 -0.868
C 2.395 1.603 1.778 -0.227 -0.261 0.404
C 0.172 3.345 0.407 -0.163 0.130 0.193
C 2.275 0.227 -3.151 0.132 -0.193 -0.289
C 3.553 -0.444 -0.346 -0.194 -0.174 -0.042
Mo 0.136 0.099 -0.705 -0.914 -2.909 4.866
Cl -0.740 -0.640 -2.615 -0.934 -0.554 -2.209
Cl -1.967 1.029 -0.059 0.167 0.259 -0.378
O 0.866 -1.802 -0.553 0.183 0.861 0.073
H -0.661 3.225 -2.272 -0.054 -0.057 -0.013
H -0.340 1.898 -3.398 0.005 0.066 0.128
H 0.777 3.267 -3.302 0.044 0.064 0.022
H 1.537 0.415 -3.937 0.077 -0.117 0.195
H 2.393 -0.859 -3.037 -0.154 0.216 -0.076
H 3.238 0.629 -3.488 0.014 0.061 0.052
H 3.372 -1.367 -0.903 -0.043 0.037 0.135
H 3.628 -0.684 0.712 0.039 -0.146 0.005
H 4.512 -0.022 -0.669 -0.058 0.065 -0.012
H 2.784 0.665 2.183 -0.152 0.151 0.081
H 1.601 1.963 2.435 0.075 -0.202 0.039
H 3.214 2.337 1.794 -0.084 -0.039 -0.159
H -0.785 3.542 -0.082 0.102 -0.119 0.149
H 0.770 4.264 0.376 0.078 -0.047 -0.054
H -0.019 3.108 1.456 -0.163 0.001 -0.136
H 0.846 -2.061 0.388 -0.251 0.415 -0.409
O -0.138 -0.448 2.032 0.934 0.316 -1.221
H 0.681 -0.904 2.296 -0.269 0.148 -0.078
C -2.419 -2.591 -0.588 0.666 -0.050 0.105
C -3.056 -2.974 0.579 -0.340 -0.506 -0.035
C -2.497 -2.724 1.887 0.355 -0.209 0.225
C -3.029 -3.343 3.009 0.113 0.166 -0.892
C -4.160 -4.165 2.902 -0.266 -0.475 0.537
C -4.800 -4.339 1.664 0.339 0.706 -0.459
C -4.291 -3.723 0.531 -0.418 0.252 0.345
H -1.336 -2.662 -0.643 -0.249 0.757 0.016
H -2.992 -2.288 -1.446 -0.087 -0.353 -0.527
H -1.641 -2.019 1.945 -0.592 -0.533 0.065
H -2.558 -3.186 3.976 -0.076 0.048 0.046
H -4.551 -4.666 3.782 -0.046 -0.029 0.078
H -5.691 -4.959 1.581 0.004 0.014 0.094
H -4.766 -3.834 -0.459 0.223 -0.138 0.522
```
Positions in Å, forces in eV/Å.


DFT (the ωB97M-V functional and the def2-TZVPD basis) results for a structure of composition C17H24F5O2PdSe2.

## Properties
* total energy: -169866.7879 eV
* energy relative to the best compared isomer or geometry (same formula, charge and spin): 1.24 kcal per mole
* highest occupied orbital energy (alpha / beta): -11.765 / -11.766 eV
* gap between HOMO and LUMO (alpha / beta): 6.57 / 6.57 eV
* charge: +1
* LUMO energy (alpha / beta): -5.19 / -5.19 eV

Geometry as XYZ:
```
51
Properties=species:S:1:pos:R:3:forces:R:3
Pd -0.741 0.368 0.524 -0.588 0.011 0.190
C 0.444 -3.428 -0.168 0.013 -0.028 -0.065
C 0.110 -3.154 1.293 0.100 0.127 0.087
C -0.459 -4.402 1.976 -0.012 -0.068 0.020
C -0.861 -2.013 1.492 0.081 -0.128 0.139
C -2.021 -1.876 0.720 -0.034 -0.048 -0.187
C -2.985 -0.908 1.011 0.045 -0.037 -0.023
C -2.839 -0.048 2.110 0.003 0.078 -0.034
C -3.924 0.911 2.493 -0.032 -0.020 0.019
C -1.651 -0.136 2.852 0.097 -0.035 0.023
C -0.686 -1.106 2.554 -0.077 -0.064 -0.007
H 1.249 -4.160 -0.227 -0.004 -0.017 0.001
H 0.766 -2.528 -0.692 0.017 -0.002 0.034
H -0.409 -3.849 -0.704 -0.023 0.004 -0.010
H 1.031 -2.877 1.814 -0.003 0.020 -0.055
H -1.383 -4.722 1.492 -0.020 0.013 -0.009
H -0.671 -4.226 3.031 -0.005 0.017 0.014
H 0.253 -5.224 1.909 0.022 0.002 -0.013
H -2.171 -2.530 -0.130 -0.027 -0.004 0.017
H -3.868 -0.832 0.390 -0.002 -0.008 0.011
H -4.623 0.401 3.159 -0.016 0.000 0.014
H -4.485 1.250 1.624 -0.003 -0.017 0.034
H -3.532 1.776 3.022 0.022 0.000 0.009
H -1.479 0.553 3.670 -0.020 -0.022 0.006
H 0.217 -1.167 3.149 -0.016 0.026 0.026
O 3.320 1.849 -3.962 0.039 -0.011 -0.033
C 3.239 2.334 -2.635 -0.062 0.062 0.067
C 2.385 1.352 -1.819 -0.225 0.177 -0.012
C 3.011 -0.041 -1.875 0.131 -0.114 0.012
O 4.295 -0.048 -1.274 0.004 0.041 -0.057
C 0.968 1.378 -2.409 0.157 0.000 -0.120
Se -0.271 0.038 -1.776 0.048 -0.065 0.046
C 2.338 1.907 -0.398 0.017 0.110 0.077
Se 1.544 0.794 0.968 0.262 -0.091 -0.082
H 3.805 2.480 -4.502 -0.012 -0.018 -0.016
H 2.779 3.329 -2.606 -0.011 -0.021 0.012
H 4.229 2.410 -2.174 -0.004 -0.018 -0.016
H 3.058 -0.377 -2.914 -0.052 0.019 0.004
H 2.403 -0.754 -1.316 -0.005 0.067 -0.013
H 4.955 0.128 -1.951 0.020 -0.036 0.037
H 1.009 1.142 -3.478 0.031 -0.012 0.027
H 0.513 2.362 -2.309 0.048 -0.025 -0.016
H 1.853 2.879 -0.371 0.088 -0.013 -0.021
H 3.347 2.033 0.007 0.029 -0.151 -0.033
F -0.277 3.149 -0.135 -0.189 -0.113 0.068
C -1.227 2.296 0.284 -0.018 0.318 -0.182
F -1.557 2.651 1.549 0.040 0.042 -0.105
C -2.472 2.580 -0.626 0.017 0.330 0.224
F -3.002 3.743 -0.237 0.006 -0.178 -0.080
F -3.404 1.632 -0.506 0.056 -0.051 -0.007
F -2.124 2.682 -1.898 0.066 -0.051 -0.024
```
Positions in Å, forces in eV/Å.


DFT (the ωB97M-V functional and the def2-TZVPD basis) results for a cluster of 2 separate species, C17H24FN2O2 in total.

## Properties
* total energy: -27800.8789 eV
* energy relative to the best compared isomer or geometry (same formula, charge and spin): 0.00 kcal per mole
* highest occupied orbital energy: -10.131 eV
* gap between HOMO and LUMO: 5.75 eV
* charge: +1
* LUMO energy: -4.38 eV

Geometry as XYZ:
```
46
Properties=species:S:1:pos:R:3:forces:R:3
C -1.553 -3.012 -2.912 -0.108 -0.114 0.010
O -1.892 -1.770 -2.265 0.222 0.360 -0.001
C -1.094 -0.729 -2.564 1.004 -0.504 -1.026
O -0.166 -0.801 -3.349 -1.050 0.145 0.767
C -1.511 0.530 -1.825 -0.001 -0.656 -0.069
C -2.515 1.322 -2.693 -0.441 -0.153 0.331
C -1.917 2.714 -2.899 0.328 0.186 -0.276
C -0.644 2.777 -2.041 -0.159 0.864 0.357
N -0.406 1.429 -1.561 -0.333 -0.460 0.435
C 0.633 1.129 -0.722 0.743 -0.182 -0.107
C 1.299 -0.085 -0.693 -1.010 0.015 -0.043
C 2.749 -0.167 -0.368 0.668 -0.245 0.296
C 3.273 0.938 0.569 0.156 0.061 -0.158
C 2.120 1.696 1.221 0.218 -0.202 -0.006
C 1.162 2.241 0.161 0.343 0.117 -0.161
H -2.347 -3.702 -2.617 0.184 0.098 -0.105
H -1.528 -2.894 -4.002 0.062 -0.006 0.334
H -0.583 -3.369 -2.541 -0.231 0.118 -0.214
H -1.986 0.189 -0.887 0.203 0.231 -0.201
H -2.703 0.821 -3.648 0.022 0.058 0.238
H -3.462 1.376 -2.141 0.164 -0.020 -0.309
H -1.666 2.878 -3.956 -0.132 -0.026 0.337
H -2.620 3.491 -2.587 0.142 -0.099 -0.168
H 0.218 3.160 -2.611 -0.208 -0.261 0.182
H -0.804 3.467 -1.199 0.093 -0.084 -0.143
H 0.908 -0.915 -1.267 0.130 0.209 -0.112
H 2.978 -1.154 0.046 -0.023 0.056 -0.054
H 3.309 -0.113 -1.318 -0.233 -0.100 0.224
H 3.926 0.493 1.332 -0.117 0.208 -0.179
H 3.889 1.623 -0.030 -0.119 0.008 0.309
H 1.582 0.981 1.856 0.031 0.310 0.002
H 2.501 2.498 1.864 -0.121 -0.045 -0.170
H 1.679 2.986 -0.464 -0.125 -0.016 0.213
H 0.332 2.756 0.665 -0.003 -0.081 -0.318
F 0.650 -0.999 1.247 -0.713 0.565 0.187
N 0.085 -1.469 2.654 0.458 -0.540 0.299
C -0.444 -0.584 3.496 -0.045 -0.101 0.157
C -0.886 -1.035 4.742 0.283 -0.266 -0.519
C -0.732 -2.389 5.054 0.047 0.022 -0.129
C -0.117 -3.263 4.151 -0.005 0.396 -0.249
C 0.302 -2.756 2.922 -0.175 0.032 0.344
H -0.488 0.459 3.191 -0.012 -0.267 -0.114
H -1.322 -0.325 5.439 0.062 -0.173 -0.139
H -1.081 -2.764 6.010 0.077 0.059 -0.096
H 0.056 -4.315 4.372 -0.108 0.319 0.007
H 0.819 -3.345 2.170 -0.166 0.163 0.037
```
Positions in Å, forces in eV/Å.


DFT (the ωB97M-V functional and the def2-TZVPD basis) results for the molecule C17H24FN3O4S.

## Properties
* total energy: -44231.6188 eV
* energy relative to the best compared isomer or geometry (same formula, charge and spin): 1.38 kcal per mole
* highest occupied orbital energy: -8.955 eV
* SMILES: O=C(NCc1ccc(F)cc1)C1CCN(S(=O)(=O)N2CCOCC2)CC1
* gap between HOMO and LUMO: 9.51 eV
* charge: 0
* LUMO energy: 0.56 eV

Geometry as XYZ:
```
50
Properties=species:S:1:pos:R:3:forces:R:3
O 1.973 2.329 -1.446 -0.053 0.037 -0.519
C 1.860 1.935 -0.307 -0.322 0.046 0.678
N 2.921 1.773 0.521 0.311 0.051 0.264
C 4.289 1.857 0.048 0.017 0.032 -0.130
C 4.897 0.485 -0.092 0.073 0.107 0.080
C 4.307 -0.436 -0.952 0.135 0.002 0.091
C 4.818 -1.714 -1.076 0.110 -0.124 0.036
C 5.931 -2.058 -0.330 0.022 0.160 0.093
F 6.437 -3.304 -0.442 -0.038 0.072 -0.007
C 6.540 -1.164 0.530 0.018 -0.308 -0.115
C 6.011 0.110 0.646 -0.156 0.045 -0.159
C 0.526 1.570 0.337 -0.036 -0.026 -0.451
C -0.640 2.154 -0.458 0.005 -0.008 0.229
C -1.972 1.691 0.126 -0.022 0.554 -0.258
N -2.069 0.245 0.216 -0.106 -0.409 -0.914
S -2.441 -0.536 -1.240 -0.739 -0.354 0.185
O -2.592 0.438 -2.272 -0.060 0.333 0.112
O -1.544 -1.633 -1.422 0.119 -0.092 0.279
N -3.938 -1.199 -1.008 0.745 0.178 -0.492
C -5.072 -0.303 -0.952 -0.288 0.438 0.250
C -5.387 0.096 0.494 -0.023 0.161 -0.255
O -5.560 -1.045 1.307 -0.177 -0.078 0.016
C -4.401 -1.851 1.314 0.180 -0.233 -0.086
C -4.050 -2.320 -0.101 0.052 -0.224 0.531
C -0.969 -0.347 0.951 0.453 -0.461 0.089
C 0.390 0.042 0.370 -0.159 0.062 0.284
H 2.780 1.363 1.430 -0.122 0.014 -0.086
H 4.239 2.352 -0.927 0.069 0.021 0.189
H 4.875 2.472 0.736 -0.003 -0.032 -0.122
H 3.443 -0.143 -1.530 -0.127 0.027 -0.095
H 4.370 -2.437 -1.739 -0.026 -0.100 -0.070
H 7.408 -1.466 1.094 0.083 -0.066 0.047
H 6.476 0.819 1.315 0.040 0.085 0.076
H 0.505 1.957 1.364 0.042 -0.014 -0.009
H -0.571 1.820 -1.494 0.049 0.102 0.009
H -0.593 3.244 -0.450 -0.006 0.019 -0.071
H -2.107 2.092 1.138 -0.073 -0.048 -0.056
H -2.792 2.030 -0.505 0.018 0.210 0.167
H -4.829 0.564 -1.563 -0.259 0.061 -0.009
H -5.934 -0.824 -1.384 0.070 0.062 -0.002
H -6.326 0.648 0.548 0.105 0.050 -0.051
H -4.569 0.714 0.892 -0.136 -0.007 -0.010
H -4.629 -2.701 1.959 0.116 0.024 -0.043
H -3.558 -1.282 1.734 -0.091 -0.101 0.027
H -3.099 -2.850 -0.125 -0.116 -0.213 0.106
H -4.842 -2.977 -0.476 0.090 0.024 0.013
H -1.048 -0.014 1.992 -0.048 -0.052 -0.053
H -1.094 -1.428 0.910 0.110 0.030 0.245
H 0.448 -0.351 -0.647 0.130 -0.015 0.003
H 1.185 -0.414 0.965 0.024 -0.039 -0.034
```
Positions in Å, forces in eV/Å.


DFT (the ωB97M-V functional and the def2-TZVPD basis) results for the molecule C17H24N2O5.

## Properties
* total energy: -31236.2413 eV
* energy relative to the best compared isomer or geometry (same formula, charge and spin): 45.78 kcal per mole
* highest occupied orbital energy: -7.614 eV
* SMILES: CCOC(=O)Nc1cc(OCC)c(NC(=O)C2CC2)cc1OCC
* gap between HOMO and LUMO: 8.26 eV
* charge: 0
* LUMO energy: 0.64 eV

Geometry as XYZ:
```
48
Properties=species:S:1:pos:R:3:forces:R:3
C 4.727 -3.252 -0.810 -0.330 0.182 -0.182
C 4.030 -2.493 -1.929 0.470 -0.348 -0.135
O 2.712 -2.092 -1.553 -0.432 0.121 0.163
C 1.758 -3.038 -1.664 0.051 -0.041 -0.021
O 1.951 -4.150 -2.092 0.199 -0.211 -0.120
N 0.526 -2.638 -1.250 -0.455 -0.328 -0.016
C 0.020 -1.448 -0.729 -0.317 0.220 0.210
C 0.745 -0.265 -0.631 0.111 0.230 0.043
C 0.160 0.879 -0.117 -0.354 -0.151 0.066
O 0.796 2.086 0.042 -0.418 -0.204 0.103
C 2.093 2.269 -0.494 0.353 0.163 -0.281
C 2.090 2.422 -2.011 -0.154 -0.092 0.373
C -1.184 0.852 0.299 0.236 -0.227 -0.109
N -1.715 2.040 0.801 0.371 0.340 -0.097
C -2.910 2.248 1.418 0.079 0.255 0.044
O -3.742 1.384 1.608 -0.115 -0.142 0.012
C -3.144 3.656 1.863 -0.264 0.031 0.128
C -2.651 4.841 1.074 -0.026 0.105 -0.087
C -2.036 4.528 2.395 0.069 0.057 0.102
C -1.910 -0.324 0.188 0.012 -0.101 -0.094
C -1.318 -1.473 -0.309 0.384 0.039 -0.001
O -2.034 -2.648 -0.451 0.110 0.436 -0.292
C -2.110 -3.462 0.715 -0.102 -0.295 0.438
C -3.005 -2.895 1.810 0.231 0.003 -0.351
H 4.202 -4.184 -0.616 0.013 -0.073 0.024
H 4.741 -2.657 0.100 0.054 0.042 0.080
H 5.748 -3.478 -1.104 0.133 -0.033 -0.008
H 3.969 -3.116 -2.827 0.028 0.181 0.099
H 4.550 -1.560 -2.158 -0.090 -0.108 -0.008
H -0.190 -3.350 -1.354 0.313 0.082 -0.047
H 1.769 -0.266 -0.957 0.031 0.082 -0.012
H 2.445 3.194 -0.027 0.025 -0.186 -0.039
H 2.755 1.453 -0.184 -0.066 0.074 0.050
H 1.722 1.518 -2.491 0.005 -0.050 -0.097
H 1.447 3.250 -2.300 -0.031 0.077 -0.042
H 3.099 2.622 -2.359 0.117 0.015 -0.069
H -1.065 2.811 0.735 -0.165 -0.035 0.058
H -4.113 3.749 2.337 0.085 0.009 -0.038
H -3.307 5.695 1.001 -0.063 0.020 0.050
H -2.083 4.661 0.173 0.065 -0.096 -0.034
H -1.033 4.129 2.428 0.054 -0.087 -0.063
H -2.268 5.166 3.235 -0.072 0.021 0.025
H -2.944 -0.334 0.488 -0.027 -0.028 0.004
H -1.100 -3.638 1.113 -0.081 -0.009 -0.108
H -2.516 -4.410 0.352 0.109 0.060 0.084
H -2.582 -1.984 2.225 -0.017 0.050 0.091
H -3.106 -3.628 2.606 -0.008 -0.069 0.104
H -3.990 -2.671 1.409 -0.124 0.021 -0.003
```
Positions in Å, forces in eV/Å.